The following is a quantum chemistry calculation of C2H7N3S as an isolated structure, from the Open Molecules 2025 dataset.

Positions of all 13 atoms, in Å:
1 C 0.04 0.10 -0.17
2 C -0.21 1.41 0.45
3 H 0.75 -2.58 1.11
4 H 0.01 -2.70 -0.69
5 H -1.42 -0.59 1.09
6 H 1.32 0.42 -1.51
7 H 0.12 1.21 1.52
8 H -1.35 1.38 0.45
9 H 0.24 2.17 -1.66
10 N -0.32 -2.35 0.51
11 N -0.70 -0.94 0.41
12 N 0.87 -0.35 -1.03
13 S 0.64 2.83 -0.46

Calculated values
* HOMO energy: -0.3292 Ha
* electronic energy: -17489.3808 eV
* orbital gap: 0.3534 Ha
* ΔE to the lowest compared entry with this formula, charge and spin: 81.4 kcal per mole

The following is a quantum chemistry calculation of C4H11NP2 as an isolated structure, from the Open Molecules 2025 dataset.

Positions of all 18 atoms, in Å:
1 C -2.83 -0.31 1.11
2 C 0.78 -0.51 -1.65
3 C 1.78 -0.89 0.83
4 C 0.51 1.76 0.01
5 N -3.02 -1.08 -0.10
6 P -2.30 0.25 -0.54
7 P 0.29 -0.09 0.04
8 H -3.68 0.23 1.47
9 H -2.20 -0.80 1.90
10 H 0.06 -0.38 -2.55
11 H 1.71 0.05 -1.89
12 H 1.05 -1.53 -1.65
13 H 1.73 -1.99 0.89
14 H 2.63 -0.66 0.23
15 H 1.91 -0.30 1.76
16 H 1.42 2.11 0.65
17 H 0.62 1.96 -1.02
18 H -0.46 2.16 0.50

Calculated values
* HOMO energy: -0.3023 Ha
* electronic energy: -24390.9764 eV
* orbital gap: 0.3092 Ha
* ΔE to the lowest compared entry with this formula, charge and spin: 55.9 kcal per mole

The following is a quantum chemistry calculation of a single C5H12N3OP molecule, from the Open Molecules 2025 dataset.

Positions of all 22 atoms, in Å:
1 H 1.79 1.10 2.04
2 N 1.39 0.38 1.43
3 C 0.51 0.78 0.61
4 C -0.26 2.04 0.67
5 P 0.72 3.46 -0.05
6 O -1.48 1.87 -0.10
7 C -1.35 0.75 -0.92
8 C -0.01 -0.06 -0.57
9 N -0.35 -1.44 -0.40
10 C 0.82 -2.31 -0.52
11 N -0.94 -1.55 0.97
12 H -0.58 2.24 1.67
13 H -0.21 3.67 -0.94
14 H 1.35 2.46 -1.03
15 H -1.31 1.07 -2.04
16 H -2.12 -0.03 -0.82
17 H 0.70 0.13 -1.28
18 H 1.31 -2.08 -1.60
19 H 1.60 -2.40 0.25
20 H 0.35 -3.30 -0.52
21 H -1.32 -2.45 1.06
22 H -0.14 -1.52 1.54

Calculated values
* HOMO energy: -0.3215 Ha
* electronic energy: -21182.2653 eV
* SMILES: [H]/N=C1\[C@@H](P)OC[C@@H]1N(C)N
* orbital gap: 0.3547 Ha
* ΔE to the lowest compared entry with this formula, charge and spin: 46.2 kcal per mole

The following is a quantum chemistry calculation of a single C11H10O2S molecule, from the Open Molecules 2025 dataset.

Positions of all 24 atoms, in Å:
1 C -0.59 -1.60 -3.02
2 C -1.54 -1.90 -2.07
3 C 0.52 -0.81 -2.78
4 C -1.52 -1.38 -0.77
5 C 0.52 -0.18 -1.54
6 C -0.47 -0.44 -0.54
7 C 1.66 0.82 0.38
8 C 1.63 0.77 -1.09
9 C -0.24 0.23 3.06
10 C -0.37 1.70 2.83
11 C -0.36 0.27 0.75
12 O 2.44 1.20 1.22
13 O -0.75 -0.38 1.82
14 S -0.69 2.10 1.09
15 H -0.61 -2.20 -4.00
16 H -2.26 -2.62 -2.42
17 H 1.32 -0.73 -3.38
18 H -2.19 -1.59 -0.07
19 H 2.64 0.87 -1.70
20 H 1.22 1.83 -1.20
21 H 0.88 -0.04 3.06
22 H -0.81 -0.16 3.85
23 H -1.06 2.15 3.51
24 H 0.63 2.12 3.01

Calculated values
* HOMO energy: -0.2685 Ha
* electronic energy: -26496.0998 eV
* orbital gap: 0.2935 Ha
* ΔE to the lowest compared entry with this formula, charge and spin: 41.5 kcal per mole

> Among the records above, which one has the highest orbital gap?

C5H12N3OP